Here is one molecule with the formula C15H14BF2NO from OMol25. Energies are from wB97M-V/def2-TZVPD.

Structure (ORCA input):
```
! RIJCOSX wB97M-V def2-TZVPD def2/J DEFGRID3
* xyz 0 1
O -0.958 0.928 1.281
F 1.488 -2.519 3.780
F 2.985 -1.668 2.271
B 1.759 -1.676 2.809
C 0.175 0.907 0.797
C 1.550 4.197 -1.601
C -2.932 -1.579 -1.616
C 1.421 4.308 -0.225
C 1.226 2.976 -2.191
C -1.635 -1.602 -2.071
C -3.247 -1.876 -0.311
C 1.017 3.211 0.518
C 0.766 1.902 -1.458
C -0.629 -2.015 -1.214
C -2.242 -2.190 0.560
C 0.640 2.013 -0.078
C -0.915 -2.258 0.139
N 1.010 -0.170 0.979
C 0.183 -2.489 1.091
C 0.609 -1.242 1.842
H 1.976 4.947 -2.225
H -3.702 -1.382 -2.349
H 1.732 5.206 0.294
H 1.303 2.855 -3.252
H -1.430 -1.395 -3.104
H -4.281 -1.934 0.032
H 0.894 3.299 1.608
H 0.535 0.987 -1.925
H 0.411 -2.074 -1.538
H -2.434 -2.314 1.606
H 1.946 -0.199 0.565
H -0.098 -3.275 1.842
H 1.051 -2.913 0.600
H -0.173 -0.966 2.545
*
```

Calculated values
- relative energy (zero: lowest compared OMol25 entry of this formula, charge and spin) (kJ/mol) = 0.0
- Kohn-Sham gap (eV) = 9.31
- F_max (eV Å⁻¹) = 2.7
- DFT total energy (eV) = -25434.7069
- lowest unoccupied orbital energy (eV) = 0.3

***

Here is C41H60N4O8P2S2SiZr as an isolated structure from OMol25. Energies are from wB97M-V/def2-TZVPD.

Structure (ORCA input):
```
! RIJCOSX wB97M-V def2-TZVPD def2/J DEFGRID3
* xyz -1 2
Zr -0.414 -0.543 -0.729
N -0.644 1.544 1.167
C -0.770 1.485 2.628
C -0.750 0.039 3.111
C 0.560 -0.650 2.773
N 0.653 -1.048 1.348
H -0.238 2.412 0.844
H -1.577 1.451 0.771
H -1.684 1.974 2.981
H 0.082 2.020 3.064
H -1.574 -0.497 2.630
H -0.905 0.004 4.193
H 0.678 -1.540 3.397
H 1.389 0.027 2.991
H -0.046 -1.807 1.267
H 1.544 -1.506 1.166
C 3.863 -0.875 -0.508
C 3.070 -0.922 -1.761
N 1.772 -0.760 -1.855
C 1.446 -0.928 -3.188
C 2.582 -1.185 -3.900
N 3.596 -1.170 -2.980
C 2.942 -1.410 -5.325
O 1.963 -1.424 -6.198
O 4.108 -1.563 -5.618
C 0.025 -0.978 -3.656
O -0.211 -1.154 -4.851
O -0.878 -0.895 -2.746
H 3.403 -0.165 0.176
H 4.892 -0.571 -0.702
H 3.855 -1.861 -0.043
H 4.556 -1.351 -3.226
H 1.069 -1.310 -5.730
O 2.019 -3.347 -0.026
C 0.843 -3.539 -0.325
O 0.082 -2.679 -0.925
C 0.191 -4.853 0.067
C 0.933 -6.019 -0.110
C 0.377 -7.252 0.181
C -0.924 -7.323 0.670
C -1.647 -6.162 0.884
C -1.104 -4.910 0.598
P -1.981 -3.291 0.853
C -2.701 -3.499 2.527
C -3.781 -2.706 2.922
C -4.163 -2.634 4.255
C -3.470 -3.347 5.224
C -2.379 -4.121 4.849
C -1.991 -4.184 3.518
C -3.350 -3.720 -0.296
C -3.127 -3.556 -1.664
C -4.134 -3.818 -2.577
C -5.381 -4.253 -2.141
C -5.603 -4.442 -0.786
C -4.589 -4.183 0.131
H 1.942 -5.943 -0.495
H 0.947 -8.157 0.016
H -1.371 -8.286 0.885
H -2.658 -6.222 1.272
H -4.303 -2.116 2.177
H -5.001 -2.009 4.537
H -3.773 -3.298 6.262
H -1.822 -4.673 5.596
H -1.118 -4.767 3.248
H -2.167 -3.200 -2.015
H -3.945 -3.666 -3.632
H -6.173 -4.446 -2.854
H -6.568 -4.786 -0.435
H -4.780 -4.332 1.186
C -1.093 2.708 -6.185
C -0.927 2.875 -4.690
O -1.727 1.885 -4.054
P -1.883 1.717 -2.432
S -2.665 -0.471 0.068
S 0.148 1.893 -1.748
O -2.443 3.256 -2.148
C -3.172 3.549 -0.963
C -4.454 2.747 -0.841
H -0.630 3.543 -6.716
H -2.152 2.671 -6.440
H -0.633 1.777 -6.520
H -1.247 3.869 -4.362
H 0.116 2.736 -4.391
H -3.399 4.615 -1.022
H -2.535 3.399 -0.082
H -5.081 2.912 -1.719
H -5.007 3.060 0.049
H -4.240 1.680 -0.756
C 3.457 2.849 -0.767
Si 2.525 3.251 0.816
C 3.757 3.000 2.272
C 3.135 3.439 3.603
C 5.075 3.761 2.059
C 4.095 1.507 2.370
C 1.813 5.028 0.663
C 2.891 6.089 0.921
C 0.652 5.244 1.645
C 1.278 5.228 -0.762
H 4.026 3.716 -1.120
H 2.761 2.558 -1.555
H 4.155 2.022 -0.616
H 2.901 4.505 3.612
H 3.834 3.249 4.426
H 2.212 2.892 3.816
H 4.950 4.837 2.167
H 5.499 3.570 1.070
H 5.811 3.438 2.805
H 3.198 0.887 2.422
H 4.684 1.317 3.275
H 4.685 1.174 1.515
H 3.217 6.098 1.963
H 2.484 7.082 0.694
H 3.773 5.938 0.294
H 0.938 5.052 2.681
H -0.195 4.595 1.406
H 0.300 6.281 1.582
H 2.088 5.246 -1.496
H 0.747 6.185 -0.819
H 0.588 4.437 -1.061
*
```

Calculated values
- relative energy (zero: lowest compared OMol25 entry of this formula, charge and spin) (kJ/mol) = 175.9
- Kohn-Sham gap (alpha / beta) (eV) = 6.42 / 5.79
- F_max (eV Å⁻¹) = 2.1
- DFT total energy (eV) = -115247.6550
- lowest unoccupied orbital energy (alpha / beta) (eV) = 2.2 / 1.6
- ⟨S²⟩ = 0.7512

***

Here is one molecule with the formula C3H4S2 from OMol25. Energies are from wB97M-V/def2-TZVPD.

Structure (ORCA input):
```
! RIJCOSX wB97M-V def2-TZVPD def2/J DEFGRID3
* xyz 0 1
C -0.441 -0.375 -1.785
C -0.132 -0.220 0.736
C 0.198 0.089 -0.638
S 0.018 -0.041 -3.353
S -1.843 -0.764 1.168
H -1.395 -0.807 -1.606
H 0.483 -0.929 1.211
H -0.002 0.754 1.277
H 0.957 0.775 -0.605
*
```

Calculated values
- relative energy (zero: lowest compared OMol25 entry of this formula, charge and spin) (kJ/mol) = 376.8
- Kohn-Sham gap (alpha / beta) (eV) = 4.33 / 4.48
- F_max (eV Å⁻¹) = 3.5
- DFT total energy (eV) = -24841.7360
- lowest unoccupied orbital energy (alpha / beta) (eV) = -3.6 / -3.6

***

Here is an isolated ion of composition C5H12NO and charge -1 from OMol25. Energies are from wB97M-V/def2-TZVPD.

Structure (ORCA input):
```
! RIJCOSX wB97M-V def2-TZVPD def2/J DEFGRID3
* xyz -1 1
C 1.172 -2.076 0.970
O 1.204 -3.262 1.612
C -0.063 -2.004 -0.124
C -0.102 -0.711 -0.868
C -0.540 0.468 0.139
C -0.411 2.879 0.081
N -0.943 1.709 -0.508
H 2.111 -1.853 0.362
H 1.074 -1.076 1.478
H 0.324 -2.779 -0.913
H -1.023 -2.275 0.298
H -0.959 -0.716 -1.732
H 0.799 -0.522 -1.474
H -1.463 0.174 0.683
H 0.329 0.535 0.784
H -0.852 3.017 1.135
H 0.744 3.128 -0.041
H -0.824 3.759 -0.382
H -0.577 1.606 -1.499
*
```

Calculated values
- relative energy (zero: lowest compared OMol25 entry of this formula, charge and spin) (kJ/mol) = 193.6
- Kohn-Sham gap (eV) = 5.79
- F_max (eV Å⁻¹) = 4.2
- DFT total energy (eV) = -8915.0575
- lowest unoccupied orbital energy (eV) = 3.5

***

Here is a 11-piece molecular cluster, C44H66O33 overall from OMol25. Energies are from wB97M-V/def2-TZVPD.

Structure (ORCA input):
```
! RIJCOSX wB97M-V def2-TZVPD def2/J DEFGRID3
* xyz 0 1
C -19.181 -5.203 5.724
C -19.286 -3.712 5.999
C -19.323 -3.289 7.471
O -18.098 -2.580 7.662
C -17.366 -2.612 6.564
O -16.262 -2.169 6.411
O -18.013 -3.199 5.557
H -19.204 -5.405 4.651
H -19.974 -5.813 6.156
H -18.213 -5.561 6.074
H -20.027 -3.163 5.421
H -19.312 -4.164 8.123
H -20.184 -2.671 7.714
C -21.139 -3.767 2.352
C -21.916 -3.866 1.021
C -21.727 -5.205 0.289
O -23.036 -5.758 0.278
C -23.922 -4.939 0.858
O -25.069 -5.204 1.015
O -23.306 -3.828 1.297
H -20.084 -3.832 2.100
H -21.403 -4.586 3.023
H -21.471 -2.828 2.792
H -21.577 -3.073 0.355
H -20.954 -5.854 0.696
H -21.437 -5.022 -0.750
C -13.886 -4.620 8.628
C -13.810 -3.081 8.604
C -14.908 -2.625 9.572
O -14.045 -2.423 10.744
C -12.813 -2.090 10.348
O -12.018 -1.515 11.013
O -12.578 -2.595 9.107
H -13.544 -4.936 9.621
H -13.212 -5.193 7.985
H -14.886 -5.026 8.486
H -13.912 -2.788 7.562
H -15.679 -3.336 9.834
H -15.224 -1.606 9.363
C -18.485 -9.491 7.697
C -19.184 -8.174 8.010
C -19.803 -8.061 9.440
O -19.047 -6.973 10.003
C -18.110 -6.516 9.191
O -17.266 -5.699 9.417
O -18.169 -7.167 8.017
H -19.258 -10.262 7.779
H -17.588 -9.706 8.271
H -18.223 -9.545 6.638
H -19.910 -7.876 7.253
H -19.445 -8.901 10.039
H -20.871 -7.885 9.492
C -26.730 -4.682 6.284
C -25.445 -5.392 6.637
C -25.066 -6.556 5.691
O -23.699 -6.332 5.374
C -23.351 -5.103 5.776
O -22.293 -4.571 5.631
O -24.403 -4.450 6.312
H -27.627 -5.306 6.245
H -26.816 -4.029 5.413
H -26.970 -3.912 7.031
H -25.398 -5.740 7.670
H -25.701 -6.557 4.802
H -25.190 -7.539 6.145
C -14.368 -1.632 3.386
C -15.365 -1.965 2.267
C -16.841 -1.885 2.647
O -17.253 -0.782 1.801
C -16.244 -0.323 1.042
O -16.391 0.551 0.243
O -15.116 -1.021 1.244
H -13.360 -1.608 2.960
H -14.407 -2.308 4.236
H -14.427 -0.570 3.651
H -15.109 -2.965 1.908
H -16.862 -1.552 3.682
H -17.276 -2.860 2.451
C -20.547 -2.075 12.512
C -19.320 -2.810 12.971
C -18.415 -3.312 11.835
O -17.146 -2.757 12.061
C -17.173 -1.968 13.137
O -16.231 -1.358 13.544
O -18.403 -1.924 13.683
H -21.138 -2.752 11.885
H -20.261 -1.299 11.801
H -21.166 -1.724 13.333
H -19.444 -3.681 13.613
H -18.753 -3.187 10.802
H -18.344 -4.402 11.928
C -11.912 1.841 6.537
C -13.436 1.658 6.718
C -13.830 0.207 7.138
O -14.357 0.394 8.461
C -14.395 1.695 8.787
O -14.948 2.177 9.728
O -13.761 2.418 7.865
H -11.595 1.296 5.647
H -11.351 1.545 7.423
H -11.689 2.901 6.412
H -13.948 2.022 5.828
H -12.983 -0.477 7.118
H -14.675 -0.229 6.602
C -18.051 -5.936 1.015
C -17.597 -4.735 0.213
C -17.172 -4.988 -1.214
O -18.125 -4.311 -2.056
C -18.947 -3.566 -1.277
O -19.770 -2.830 -1.718
O -18.695 -3.848 0.012
H -18.385 -5.663 2.017
H -17.108 -6.459 1.228
H -18.709 -6.692 0.591
H -16.786 -4.294 0.797
H -17.234 -6.048 -1.476
H -16.174 -4.669 -1.510
C -15.527 -9.354 5.452
C -15.936 -7.926 5.314
C -15.158 -6.984 6.211
O -14.843 -5.877 5.374
C -15.291 -6.110 4.113
O -15.195 -5.327 3.229
O -15.891 -7.317 4.029
H -14.657 -9.597 4.834
H -16.296 -10.091 5.213
H -15.215 -9.611 6.466
H -16.988 -7.858 5.614
H -14.239 -7.460 6.556
H -15.793 -6.724 7.056
C -24.919 -3.204 11.502
C -24.395 -3.847 10.228
C -23.924 -2.865 9.134
O -22.830 -3.581 8.564
C -22.397 -4.514 9.425
O -21.453 -5.229 9.290
O -23.216 -4.581 10.513
H -25.951 -2.859 11.450
H -24.383 -2.259 11.663
H -24.713 -3.732 12.431
H -25.172 -4.497 9.810
H -23.490 -1.958 9.556
H -24.778 -2.720 8.479
*
```

Calculated values
- relative energy (zero: lowest compared OMol25 entry of this formula, charge and spin) (kJ/mol) = 269.9
- Kohn-Sham gap (eV) = 9.59
- F_max (eV Å⁻¹) = 3.0
- DFT total energy (eV) = -114267.8088
- lowest unoccupied orbital energy (eV) = -0.4

***

Here is a 2-piece molecular cluster, C5H14S overall from OMol25. Energies are from wB97M-V/def2-TZVPD.

Structure (ORCA input):
```
! RIJCOSX wB97M-V def2-TZVPD def2/J DEFGRID3
* xyz 0 1
C 2.808 0.686 -0.292
C 1.961 -0.386 0.372
C 0.469 1.419 -1.944
S 1.970 2.053 -1.169
H 3.250 1.300 0.492
H 3.552 0.260 -0.960
H 2.585 -1.037 0.976
H 1.456 -0.935 -0.422
H -0.372 1.946 -1.500
H 0.513 1.564 -3.015
H 0.176 0.404 -1.700
H 1.158 0.099 0.939
C -2.727 -0.279 0.815
C -2.109 -1.605 1.260
H -2.162 0.204 0.031
H -3.744 -0.433 0.447
H -2.975 0.421 1.606
H -1.033 -1.465 1.408
H -2.239 -2.303 0.445
H -2.538 -1.910 2.211
*
```

Calculated values
- relative energy (zero: lowest compared OMol25 entry of this formula, charge and spin) (kJ/mol) = 58.1
- Kohn-Sham gap (eV) = 9.35
- F_max (eV Å⁻¹) = 1.3
- DFT total energy (eV) = -16246.6985
- lowest unoccupied orbital energy (eV) = 0.9

***

Which of these has the lowest F_max? C5H14S

***

F_max of number 6 (C5H14S)? 1.3 eV Å⁻¹

***

Please write out number 1 again, unchanged.
Here is one molecule with the formula C15H14BF2NO from OMol25. Energies are from wB97M-V/def2-TZVPD.

Structure (ORCA input):
```
! RIJCOSX wB97M-V def2-TZVPD def2/J DEFGRID3
* xyz 0 1
O -0.958 0.928 1.281
F 1.488 -2.519 3.780
F 2.985 -1.668 2.271
B 1.759 -1.676 2.809
C 0.175 0.907 0.797
C 1.550 4.197 -1.601
C -2.932 -1.579 -1.616
C 1.421 4.308 -0.225
C 1.226 2.976 -2.191
C -1.635 -1.602 -2.071
C -3.247 -1.876 -0.311
C 1.017 3.211 0.518
C 0.766 1.902 -1.458
C -0.629 -2.015 -1.214
C -2.242 -2.190 0.560
C 0.640 2.013 -0.078
C -0.915 -2.258 0.139
N 1.010 -0.170 0.979
C 0.183 -2.489 1.091
C 0.609 -1.242 1.842
H 1.976 4.947 -2.225
H -3.702 -1.382 -2.349
H 1.732 5.206 0.294
H 1.303 2.855 -3.252
H -1.430 -1.395 -3.104
H -4.281 -1.934 0.032
H 0.894 3.299 1.608
H 0.535 0.987 -1.925
H 0.411 -2.074 -1.538
H -2.434 -2.314 1.606
H 1.946 -0.199 0.565
H -0.098 -3.275 1.842
H 1.051 -2.913 0.600
H -0.173 -0.966 2.545
*
```

Calculated values
- relative energy (zero: lowest compared OMol25 entry of this formula, charge and spin) (kJ/mol) = 0.0
- Kohn-Sham gap (eV) = 9.31
- F_max (eV Å⁻¹) = 2.7
- DFT total energy (eV) = -25434.7069
- lowest unoccupied orbital energy (eV) = 0.3